[1]
Molecular formula: C3H5N3O3
Method: DFT, the ωB97M-V functional and the def2-TZVPD basis

CARTESIAN COORDINATES (ANGSTROEM)
C 0.933 -1.357 -0.214
C -0.811 0.056 0.465
C -0.869 2.567 0.064
H 2.157 -2.367 -1.382
H 1.659 -0.848 -2.030
H 0.263 -2.066 1.346
H -2.122 1.326 1.237
H -1.533 3.381 0.367
N 1.688 -1.485 -1.288
N 0.911 -2.349 0.581
N -1.280 1.324 0.625
O 0.365 -0.150 -0.129
O -1.461 -0.823 0.995
O 0.100 2.791 -0.637

Calculated values
**Energy**: -507.3226 Ha
**LUMO**: 0.46 eV
**HOMO level**: -9.2 eV
**Energy relative to the best compared isomer or geometry (same formula, charge and spin)**: 0.687 eV
**Kohn-Sham gap**: 9.6711 eV
**SMILES**: [H]/N=C(/N)OC(=O)NC=O

=====

[2]
Molecular formula: C3H5N3OS
Method: DFT, the ωB97M-V functional and the def2-TZVPD basis

CARTESIAN COORDINATES (ANGSTROEM)
C -0.175 -0.438 -0.182
C 1.032 -1.329 0.076
C 1.541 1.295 0.054
H -3.661 -0.474 1.508
H 0.797 -1.871 1.162
H 1.040 -2.219 -0.662
H 1.578 2.570 -0.093
H -0.576 1.526 -0.208
N -1.348 -0.938 -0.144
N 2.632 0.550 0.371
N 0.220 0.959 -0.245
O 2.456 -0.667 -0.173
S -2.734 0.290 0.007

Calculated values
**Energy**: -754.7614 Ha
**LUMO**: -1.15 eV
**HOMO level**: -9.0 eV
**Energy relative to the best compared isomer or geometry (same formula, charge and spin)**: 7.557 eV
**Kohn-Sham gap**: 7.8186 eV

=====

[3]
Molecular formula: C3H5N3OS
Method: DFT, the ωB97M-V functional and the def2-TZVPD basis

CARTESIAN COORDINATES (ANGSTROEM)
C 2.202 0.605 -0.058
C -0.610 -0.556 0.194
C -2.810 -0.446 -0.193
H 0.665 1.801 -0.127
H 3.226 0.550 0.314
H 2.563 -1.404 -0.277
H -0.835 0.452 0.860
H -3.713 -1.209 -0.077
N 1.774 1.820 -0.076
N 1.704 -0.637 -0.192
N 0.466 -0.971 -0.270
O -1.800 -1.232 0.033
S -2.831 1.228 -0.131

Calculated values
**Energy**: -754.8562 Ha
**LUMO**: -0.31 eV
**HOMO level**: -8.8 eV
**Energy relative to the best compared isomer or geometry (same formula, charge and spin)**: 4.975 eV
**Kohn-Sham gap**: 8.4880 eV
**SMILES**: [H]/N=C\N/N=C/OC=S

=====

[4]
Molecular formula: C3H5N3OS
Method: DFT, the ωB97M-V functional and the def2-TZVPD basis

CARTESIAN COORDINATES (ANGSTROEM)
C -1.008 -1.250 0.022
C 1.064 1.445 0.114
C 2.155 2.074 -0.645
H -1.941 -1.099 1.808
H -2.577 -2.292 0.753
H -1.370 -2.565 -1.328
H 0.704 1.929 1.003
H 2.459 1.508 -1.524
N -1.779 -1.735 1.041
N -0.819 -1.704 -1.151
N 0.618 0.350 -0.344
O -0.379 -0.121 0.481
S 2.872 3.461 -0.230

Calculated values
**Energy**: -754.9293 Ha
**LUMO**: -1.00 eV
**HOMO level**: -9.1 eV
**Energy relative to the best compared isomer or geometry (same formula, charge and spin)**: 2.985 eV
**Kohn-Sham gap**: 8.1291 eV
**SMILES**: [H]/N=C(\N)O/N=C/C=S

=====

[5]
Molecular formula: C3H5N3S
Method: DFT, the ωB97M-V functional and the def2-TZVPD basis

CARTESIAN COORDINATES (ANGSTROEM)
C -0.472 0.735 0.417
C 0.693 -1.205 0.391
C -1.067 1.453 -0.677
N 0.724 -1.361 1.611
N 0.598 -0.464 2.501
N 1.034 -1.713 -0.798
S -0.066 1.153 1.943
H -0.817 2.552 -0.665
H -0.662 1.064 -1.641
H -2.212 1.315 -0.601
H 1.662 -1.050 -1.217
H 0.586 -2.478 -1.265

Calculated values
**Energy**: -679.5736 Ha
**LUMO (alpha / beta)**: 0.21 / 0.21 eV
**HOMO level (alpha / beta)**: -7.6 / -7.6 eV
**Energy relative to the best compared isomer or geometry (same formula, charge and spin)**: 5.760 eV
**Kohn-Sham gap (alpha / beta)**: 7.8102 / 7.8116 eV

=====

[6]
Molecular formula: C3H5N3S
Method: DFT, the ωB97M-V functional and the def2-TZVPD basis

CARTESIAN COORDINATES (ANGSTROEM)
C -2.062 0.258 0.422
C 0.231 1.094 -0.076
C 0.925 -1.322 -0.166
N -1.316 -0.719 0.207
N 1.389 1.460 -0.279
N -0.052 -0.380 0.084
S -1.390 1.831 0.180
H -3.060 0.085 0.432
H 1.810 -1.160 0.350
H 0.490 -2.262 0.039
H 1.177 -1.293 -1.154
H 1.858 2.408 -0.039

Calculated values
**Energy**: -679.7000 Ha
**LUMO**: 0.80 eV
**HOMO level**: -8.3 eV
**Energy relative to the best compared isomer or geometry (same formula, charge and spin)**: 2.318 eV
**Kohn-Sham gap**: 9.0664 eV
**SMILES**: [H]/N=c1\scnn1C

=====

[7]
Molecular formula: C3H5N3S
Method: DFT, the ωB97M-V functional and the def2-TZVPD basis

CARTESIAN COORDINATES (ANGSTROEM)
C -0.319 1.099 -0.588
C -0.594 -0.754 0.533
C 1.664 -0.194 0.104
N -1.612 1.037 -0.524
N 0.303 0.024 -0.072
N -1.977 -0.126 -0.072
S -3.550 -0.548 0.065
H 0.119 1.997 -1.006
H -0.383 -1.745 0.674
H 1.923 -1.311 -0.032
H 2.378 0.562 -0.317
H 2.048 -0.041 1.234

Calculated values
**Energy**: -679.6291 Ha
**LUMO (alpha / beta)**: -0.26 / -0.26 eV
**HOMO level (alpha / beta)**: -7.3 / -7.3 eV
**Energy relative to the best compared isomer or geometry (same formula, charge and spin)**: 4.249 eV
**Kohn-Sham gap (alpha / beta)**: 7.0409 / 7.0428 eV
**SMILES**: Cn1cn[n+]([S-])c1

=====

[8]
Molecular formula: C3H5N3S
Method: DFT, the ωB97M-V functional and the def2-TZVPD basis

CARTESIAN COORDINATES (ANGSTROEM)
C -2.327 -0.209 -0.082
C 0.006 0.873 0.206
C 0.655 -0.522 0.387
H -0.975 -1.887 -0.044
H -3.504 0.260 -0.384
H -1.844 1.690 -0.263
H 0.191 2.622 -0.367
H 0.016 -1.248 0.910
N -2.044 -1.503 -0.133
N -1.418 0.792 0.108
N 0.754 1.863 -0.068
S 2.192 -0.647 -0.142

Calculated values
**Energy**: -679.6513 Ha
**LUMO**: -1.24 eV
**HOMO level**: -9.0 eV
**Energy relative to the best compared isomer or geometry (same formula, charge and spin)**: 3.644 eV
**Kohn-Sham gap**: 7.7979 eV
**SMILES**: [H]/N=C\N/C(C=S)=N\[H]

=====

[9]
Molecular formula: C3H5N4O2
Method: DFT, the ωB97M-V functional and the def2-TZVPD basis

CARTESIAN COORDINATES (ANGSTROEM)
C 0.770 -1.378 -1.101
C 0.531 -0.523 -2.064
C 0.346 -1.213 0.300
N -0.682 0.850 -0.293
N -0.170 -0.016 0.685
N -0.365 2.234 0.067
N -0.600 0.047 2.023
O 0.589 0.090 -3.072
O 0.506 -2.099 1.150
H 1.130 -2.366 -1.408
H -0.839 2.913 -0.582
H 0.548 2.395 -0.258
H -0.100 -0.710 2.530
H -1.665 -0.224 2.022

Calculated values
**Energy**: -486.7279 Ha
**LUMO**: 3.93 eV
**HOMO level**: -2.3 eV
**Energy relative to the best compared isomer or geometry (same formula, charge and spin)**: 2.880 eV
**Total charge**: -1
**Kohn-Sham gap**: 6.1970 eV
**SMILES**: N[N-]N(N)C(=O)C=C=O

=====

[10]
Molecular formula: C3H5N4O4
Method: DFT, the ωB97M-V functional and the def2-TZVPD basis

CARTESIAN COORDINATES (ANGSTROEM)
C -1.684 -0.428 0.380
C -2.417 0.635 0.302
C -0.285 -0.661 0.151
N -0.150 1.766 -0.719
N -2.603 -1.915 0.105
N -3.585 1.366 0.333
N 0.244 0.395 -0.886
O -3.698 -1.857 0.551
O -2.030 -2.709 -0.568
O -3.846 1.997 1.298
O -4.264 1.229 -0.706
H 0.522 -0.496 1.035
H -0.092 -1.720 -0.145
H 0.378 2.163 0.150
H 1.298 0.502 -0.916
H -0.310 0.142 -1.805

Calculated values
**Energy**: -636.5520 Ha
**LUMO (alpha / beta)**: -7.18 / -7.03 eV
**HOMO level (alpha / beta)**: -14.4 / -15.2 eV
**Energy relative to the best compared isomer or geometry (same formula, charge and spin)**: 10.659 eV
**Total charge**: +1
**Kohn-Sham gap (alpha / beta)**: 7.1747 / 8.1188 eV

=====

[11]
Molecular formula: C3H5N5
Method: DFT, the ωB97M-V functional and the def2-TZVPD basis

CARTESIAN COORDINATES (ANGSTROEM)
C 2.358 0.107 0.161
C 0.125 -0.364 -0.003
C -0.506 0.834 -0.108
H 2.844 -0.601 0.888
H 2.007 1.052 0.573
H 2.994 -0.010 -0.713
H 0.024 1.870 -0.347
H -3.659 -0.121 -0.093
N 1.288 -0.900 -0.280
N -1.931 0.958 -0.217
N -2.695 -0.036 0.256
N -2.067 -1.330 -0.021
N -0.785 -1.459 -0.097

Calculated values
**Energy**: -390.8878 Ha
**LUMO**: -0.76 eV
**HOMO level**: -8.8 eV
**Energy relative to the best compared isomer or geometry (same formula, charge and spin)**: 6.275 eV
**Kohn-Sham gap**: 8.0090 eV
**SMILES**: C/N=c1\cn[nH]nn1

=====

[12]
Molecular formula: C3H5N5
Method: DFT, the ωB97M-V functional and the def2-TZVPD basis

CARTESIAN COORDINATES (ANGSTROEM)
C -2.159 -0.382 0.063
C 2.075 -0.097 0.238
C 0.028 0.760 -0.188
H -2.886 -0.880 0.924
H -2.180 0.512 -0.339
H 1.629 -1.783 -0.973
H 3.089 -0.302 0.374
H -0.219 2.394 0.703
N -1.133 -1.146 0.066
N -0.004 -0.538 -0.573
N 1.205 -1.222 -0.019
N 1.397 1.028 -0.053
N -0.843 1.656 -0.224

Calculated values
**Energy**: -390.8595 Ha
**LUMO**: 0.17 eV
**HOMO level**: -9.4 eV
**Energy relative to the best compared isomer or geometry (same formula, charge and spin)**: 7.046 eV
**Kohn-Sham gap**: 9.6078 eV

=====

[13]
Molecular formula: C3H5N5O
Method: DFT, the ωB97M-V functional and the def2-TZVPD basis

CARTESIAN COORDINATES (ANGSTROEM)
C 1.802 0.548 -0.975
C -2.429 -0.426 0.508
C -1.049 -0.922 0.655
H 3.086 1.694 -0.142
H 1.478 -0.040 -1.876
H 0.969 0.997 0.935
H -3.301 -0.957 0.860
H 0.430 -1.974 1.088
N 2.880 1.237 -1.057
N 0.875 0.456 0.082
N -0.296 -0.080 -0.286
N -2.531 0.511 -0.351
N -0.613 -1.932 1.286
O -1.300 0.888 -0.726

Calculated values
**Energy**: -466.1810 Ha
**LUMO**: 0.01 eV
**HOMO level**: -9.7 eV
**Energy relative to the best compared isomer or geometry (same formula, charge and spin)**: 3.863 eV
**Kohn-Sham gap**: 9.6870 eV
**SMILES**: [H]/N=C\Nn1onc/c1=N/[H]

=====

[14]
Molecular formula: C3H5N5O
Method: DFT, the ωB97M-V functional and the def2-TZVPD basis

CARTESIAN COORDINATES (ANGSTROEM)
N -1.698 1.291 -0.336
N 0.493 -0.427 -1.557
C -0.633 -0.936 -0.970
C -0.142 -0.099 0.483
C 1.021 0.254 -0.478
N 0.272 -0.753 1.672
N -1.055 0.954 0.688
N 2.161 0.749 -0.369
O -1.430 -1.748 -1.303
H -2.217 2.158 -0.136
H 0.893 -0.561 -2.477
H -0.016 -0.263 2.511
H -0.037 -1.717 1.717
H 2.387 1.099 0.556

Calculated values
**Energy**: -466.2656 Ha
**LUMO**: -0.03 eV
**HOMO level**: -9.3 eV
**Energy relative to the best compared isomer or geometry (same formula, charge and spin)**: 1.560 eV
**Kohn-Sham gap**: 9.2622 eV
**SMILES**: [H]/N=N/[C@@]1(N)C(=O)N/C1=N/[H]

=====

[15]
Molecular formula: C3H5N5O2
Method: DFT, the ωB97M-V functional and the def2-TZVPD basis

CARTESIAN COORDINATES (ANGSTROEM)
C -0.129 0.194 -0.689
C -1.174 -0.489 -0.183
C 1.075 -0.162 0.770
N -0.913 -1.194 0.895
N 0.335 -1.020 1.391
N -2.421 -0.510 -0.629
N 2.226 0.388 1.092
N 0.188 1.038 -1.686
O -0.669 1.103 -2.558
O 1.112 1.806 -1.575
H 0.683 -1.569 2.212
H -2.700 -0.201 -1.523
H -2.949 -0.897 0.070
H 2.606 1.127 0.369
H 2.731 0.387 2.044

Calculated values
**Energy**: -541.3709 Ha
**LUMO**: 0.30 eV
**HOMO level**: -7.9 eV
**Energy relative to the best compared isomer or geometry (same formula, charge and spin)**: 5.124 eV
**Kohn-Sham gap**: 8.2226 eV

=====

[16]
Molecular formula: C3H5NO
Method: DFT, the ωB97M-V functional and the def2-TZVPD basis

CARTESIAN COORDINATES (ANGSTROEM)
C -0.478 -0.801 -0.237
C -1.075 0.454 0.572
C 0.085 0.481 -0.386
N 2.234 0.683 0.279
O 2.854 -0.231 -0.121
H 0.046 -1.485 0.457
H -1.040 -1.277 -1.087
H -2.087 0.672 0.149
H -0.979 0.390 1.616
H 0.442 1.114 -1.242

Calculated values
**Energy**: -247.0972 Ha
**LUMO (alpha / beta)**: 0.17 / -0.18 eV
**HOMO level (alpha / beta)**: -7.8 / -8.4 eV
**Energy relative to the best compared isomer or geometry (same formula, charge and spin)**: 5.716 eV
**Kohn-Sham gap (alpha / beta)**: 7.9493 / 8.1820 eV

=====

[17]
Molecular formula: C3H5NO
Method: DFT, the ωB97M-V functional and the def2-TZVPD basis

CARTESIAN COORDINATES (ANGSTROEM)
C 0.450 -0.398 0.664
C -0.472 0.003 -0.433
C -1.131 -0.941 -1.052
H 1.618 2.285 1.345
H 0.510 -1.414 1.021
H -0.685 1.091 -0.514
H -1.795 -0.748 -1.874
H -0.940 -2.057 -0.994
N 1.240 0.466 1.180
O 1.206 1.714 0.656

Calculated values
**Energy**: -247.2089 Ha
**LUMO**: 1.01 eV
**HOMO level**: -9.3 eV
**Energy relative to the best compared isomer or geometry (same formula, charge and spin)**: 2.677 eV
**Kohn-Sham gap**: 10.2708 eV
**SMILES**: C=C/C=N\O

=====

[18]
Molecular formula: C3H5NO
Method: DFT, the ωB97M-V functional and the def2-TZVPD basis

CARTESIAN COORDINATES (ANGSTROEM)
C 1.033 -0.862 0.284
C -1.605 -0.630 0.032
C -0.146 -0.331 0.389
N 2.115 -1.224 -0.066
O -1.118 0.410 0.934
H 0.478 2.800 0.132
H -2.033 -0.386 -0.871
H -2.005 -1.550 0.472
H 0.771 2.423 -0.472
H 2.510 -0.651 -0.833

Calculated values
**Energy**: -247.1216 Ha
**LUMO**: 0.95 eV
**HOMO level**: -8.5 eV
**Energy relative to the best compared isomer or geometry (same formula, charge and spin)**: 5.051 eV
**Kohn-Sham gap**: 9.3975 eV
**SMILES**: N=C=C1CO1.[H][H]

=====

[19]
Molecular formula: C3H5NO
Method: DFT, the ωB97M-V functional and the def2-TZVPD basis

CARTESIAN COORDINATES (ANGSTROEM)
O -0.323 -0.253 2.129
C -0.212 0.068 0.978
C -0.996 -0.221 -0.320
N 0.343 -0.390 -0.951
C 0.922 0.547 0.052
H -1.648 -1.087 -0.436
H -1.475 0.680 -0.741
H 0.668 -1.314 -0.635
H 1.993 0.385 0.200
H 0.727 1.586 -0.276

Calculated values
**Energy**: -247.2480 Ha
**LUMO**: 0.98 eV
**HOMO level**: -10.0 eV
**Energy relative to the best compared isomer or geometry (same formula, charge and spin)**: 1.611 eV
**Kohn-Sham gap**: 10.9306 eV
**SMILES**: O=C1CNC1

=====

[20]
Molecular formula: C3H5NO
Method: DFT, the ωB97M-V functional and the def2-TZVPD basis

CARTESIAN COORDINATES (ANGSTROEM)
C 0.798 1.086 0.023
C -2.350 -0.718 -0.190
C 1.664 0.234 0.810
N -2.382 -0.211 -1.255
O -2.394 -1.232 0.854
H 1.076 1.111 -1.075
H 2.572 -0.073 0.293
H 0.989 -0.658 0.942
H 2.092 0.694 1.780
H -2.065 -0.232 -2.182

Calculated values
**Energy**: -247.1408 Ha
**LUMO (alpha / beta)**: -0.18 / -0.22 eV
**HOMO level (alpha / beta)**: -8.6 / -8.6 eV
**Energy relative to the best compared isomer or geometry (same formula, charge and spin)**: 4.529 eV
**Kohn-Sham gap (alpha / beta)**: 8.3960 / 8.3797 eV